C48H56N8PtS3 as an isolated structure. Source: the OMol25 dataset; level of theory: wB97M-V/def2-TZVPD.

Last column: Mulliken charge in e.
Cartesian coordinates (Å):
Pt -0.217 -2.111 -0.203  3.471
N -1.224 -1.786 1.526  -0.985
S -1.252 -0.374 1.976  1.121
N -0.136 0.769 1.556  -0.186
S 1.278 0.874 0.938  2.228
N 1.849 -0.048 -0.129  0.067
S 1.774 -0.655 -1.651  1.323
N 1.170 -2.003 -1.777  -1.415
C 1.124 0.573 -2.791  0.806
C 1.602 1.875 -2.844  -0.472
C 1.193 2.700 -3.879  -0.821
C 0.333 2.214 -4.858  -0.924
C -0.123 0.904 -4.804  -0.524
C 0.273 0.071 -3.764  -0.846
C 3.484 -0.597 -2.121  0.697
C 3.759 -1.105 -3.388  -0.893
C 5.069 -1.125 -3.832  -0.907
C 6.089 -0.644 -3.020  -0.619
C 5.802 -0.140 -1.762  -1.210
C 4.491 -0.111 -1.303  0.178
C 2.500 0.818 2.232  0.955
C 3.561 -0.071 2.191  -0.278
C 4.530 -0.004 3.184  -1.187
C 4.438 0.951 4.185  -0.937
C 3.369 1.841 4.211  -0.646
C 2.395 1.782 3.231  -1.108
C 1.358 2.588 0.476  0.630
C 0.235 3.394 0.534  -0.754
C 0.360 4.735 0.191  -0.508
C 1.593 5.248 -0.180  -0.902
C 2.719 4.429 -0.202  -0.485
C 2.607 3.092 0.130  -0.770
C -1.313 -0.355 3.747  0.314
C -0.238 0.050 4.515  -0.013
C -0.306 -0.090 5.895  -0.798
C -1.436 -0.636 6.483  -0.620
C -2.508 -1.046 5.697  -0.810
C -2.453 -0.910 4.321  -0.842
C -2.733 0.554 1.587  0.336
C -2.925 1.838 2.083  -0.634
C -4.142 2.462 1.864  -0.926
C -5.150 1.798 1.170  -0.657
C -4.944 0.514 0.687  -0.473
C -3.725 -0.120 0.897  -0.757
H 2.319 2.230 -2.120  0.482
H 1.563 3.715 -3.936  0.497
H 0.040 2.853 -5.681  0.450
H -0.772 0.522 -5.580  0.572
H -0.049 -0.961 -3.703  0.515
H 2.961 -1.490 -4.010  0.507
H 5.295 -1.515 -4.815  0.452
H 7.112 -0.664 -3.372  0.435
H 6.597 0.236 -1.132  0.503
H 4.261 0.293 -0.330  0.350
H 3.615 -0.819 1.414  0.199
H 5.359 -0.698 3.168  0.551
H 5.204 1.008 4.946  0.461
H 3.300 2.587 4.992  0.531
H 1.575 2.491 3.230  0.447
H -0.710 2.977 0.852  0.314
H -0.507 5.381 0.229  0.540
H 1.686 6.294 -0.437  0.450
H 3.684 4.838 -0.470  0.529
H 3.482 2.453 0.132  0.286
H 0.645 0.458 4.051  0.415
H 0.527 0.227 6.508  0.497
H -1.485 -0.747 7.558  0.428
H -3.388 -1.473 6.158  0.454
H -3.281 -1.233 3.704  0.497
H -2.149 2.327 2.659  0.516
H -4.314 3.459 2.247  0.502
H -6.107 2.281 1.023  0.453
H -5.736 -0.002 0.162  0.537
H -3.537 -1.128 0.548  0.596
C 1.261 -3.037 2.315  -1.467
N 1.092 -3.495 0.924  0.008
C 2.414 -3.590 0.280  -1.018
C 0.453 -4.848 0.949  -0.746
C -0.174 -5.244 -0.371  -1.200
N -1.280 -4.364 -0.693  0.320
C -1.625 -4.459 -2.109  -1.161
C -2.469 -4.620 0.114  -1.182
H 1.861 -3.763 2.872  0.535
H 0.292 -2.918 2.785  0.338
H 1.777 -2.078 2.320  0.395
H 3.060 -4.253 0.866  0.409
H 2.862 -2.601 0.225  -0.052
H 2.320 -3.964 -0.733  0.358
H -0.292 -4.837 1.742  0.448
H 1.211 -5.590 1.220  0.471
H -0.483 -6.299 -0.333  0.501
H 0.568 -5.149 -1.166  0.348
H -1.992 -5.460 -2.375  0.347
H -0.746 -4.231 -2.713  0.331
H -2.406 -3.734 -2.340  0.241
H -2.853 -5.637 -0.046  0.344
H -3.245 -3.907 -0.166  0.284
H -2.261 -4.476 1.172  0.315
N -1.224 -0.625 -0.990  -0.150
C -1.804 0.174 -1.593  -0.199
N -2.504 1.075 -2.210  1.169
C -2.143 2.501 -2.159  0.208
C -3.395 3.343 -1.979  -0.493
C -4.432 3.008 -3.050  -0.943
C -4.771 1.520 -3.011  -0.376
C -3.516 0.685 -3.210  -0.708
H -1.636 2.760 -3.093  0.053
H -1.437 2.640 -1.345  -0.312
H -3.116 4.397 -2.027  0.451
H -3.814 3.153 -0.986  0.036
H -4.031 3.264 -4.037  0.345
H -5.331 3.606 -2.906  0.431
H -5.493 1.261 -3.785  0.436
H -5.214 1.271 -2.043  0.026
H -3.097 0.864 -4.206  0.276
H -3.712 -0.381 -3.107  0.398

Its energy relative to the best compared isomer or geometry (same formula, charge and spin) is 50.32 kcal per mole. Its charge is +2. As for the HOMO-LUMO gap: 7.09 eV. Its molecular weight is 1036.31 g/mol.

C15H26CuN5O4 as an isolated structure. Source: the OMol25 dataset; level of theory: wB97M-V/def2-TZVPD.

Last column: Löwdin spin population.
Cartesian coordinates (Å):
Cu -0.576 0.149 0.053  0.706
O -2.644 -5.378 -3.582  0.000
C -1.625 -4.872 -3.200  0.000
O -0.420 -5.350 -3.399  0.000
C -1.682 -3.590 -2.396  -0.001
C -1.978 -3.659 -1.039  0.004
C -1.862 -2.520 -0.271  0.010
N -1.478 -1.355 -0.803  0.050
C -1.290 -1.261 -2.129  0.001
C -1.396 -2.354 -2.964  0.001
C -0.829 0.100 -2.624  0.006
O -0.731 0.316 -3.805  0.013
O -0.526 0.928 -1.659  0.137
H -2.261 -4.596 -0.580  0.000
H -2.044 -2.538 0.795  0.002
H -1.206 -2.224 -4.021  0.001
C 0.394 5.762 2.121  0.001
C -0.491 4.726 2.796  0.001
N -0.007 3.354 2.582  0.014
C 1.039 2.902 3.505  0.001
C 0.480 2.076 4.655  0.001
C -0.465 2.574 1.612  0.007
C -1.514 3.106 0.681  -0.001
N -0.039 1.337 1.428  0.040
H 0.026 6.764 2.340  0.000
H 0.405 5.631 1.039  0.000
H 1.421 5.697 2.479  0.000
H -1.519 4.802 2.454  0.000
H -0.513 4.884 3.875  0.000
H 1.530 3.796 3.884  0.000
H 1.804 2.357 2.949  0.000
H -0.236 2.660 5.235  0.000
H 1.284 1.770 5.323  0.000
H -0.030 1.181 4.298  0.000
H -2.469 3.194 1.201  0.000
H -1.630 2.444 -0.173  -0.001
H -1.243 4.090 0.302  0.000
H 0.681 1.045 2.074  0.004
N 1.816 -4.324 -2.822  0.000
C 2.142 -2.940 -2.431  0.000
C 1.543 -2.588 -1.077  0.000
N 1.661 -1.160 -0.745  0.002
H 2.285 -4.539 -3.698  0.000
H 0.417 -4.779 -3.134  0.000
H 2.203 -4.975 -2.141  0.000
H 1.725 -2.276 -3.194  0.000
H 3.222 -2.769 -2.405  0.000
H 2.024 -3.163 -0.283  0.000
H 0.489 -2.878 -1.067  0.000
H 1.503 -0.605 -1.583  0.000
H 2.611 -0.953 -0.456  0.000

Its energy relative to the best compared isomer or geometry (same formula, charge and spin) is 0.00 kcal per mole. Its charge is +1. Its spin multiplicity is 2. As for the HOMO-LUMO gap (alpha / beta): 9.31 / 7.46 eV. Its molecular weight is 403.95 g/mol.

A 2-piece molecular cluster, C3H8S2 overall. Source: the OMol25 dataset; level of theory: wB97M-V/def2-TZVPD.

Last column: Mulliken charge in e.
Cartesian coordinates (Å):
C 4.497 -1.469 -0.056  -0.407
C 4.559 -1.892 1.194  -0.424
H 3.720 -0.792 -0.383  0.187
H 5.269 -1.662 -0.791  0.219
H 3.843 -1.633 1.963  0.216
H 5.360 -2.542 1.541  0.210
C 0.036 0.835 0.086  -0.787
S -1.704 0.979 0.565  -0.055
S -2.643 0.181 -1.092  -0.218
H 0.618 1.472 0.750  0.289
H 0.187 1.132 -0.941  0.317
H 0.356 -0.186 0.253  0.295
H -2.704 1.312 -1.812  0.159

Its energy relative to the best compared isomer or geometry (same formula, charge and spin) is 27.76 kcal per mole. As for the HOMO-LUMO gap: 9.73 eV. Its molecular weight is 108.23 g/mol.

C7H12O2 as an isolated structure. Source: the OMol25 dataset; level of theory: wB97M-V/def2-TZVPD.

Last column: Mulliken charge in e.
Cartesian coordinates (Å):
C -2.290 0.998 -0.001  -1.167
C -1.018 0.828 0.787  0.874
C 0.234 1.510 0.193  -0.190
O -0.975 0.243 1.850  -0.594
O 0.209 1.932 -1.011  -0.718
H 0.654 2.175 0.960  0.494
H -2.592 2.048 0.047  0.344
H -3.074 0.368 0.414  0.339
H -2.123 0.776 -1.054  0.266
C 0.454 -2.192 0.337  -1.112
C 1.786 0.287 0.526  -1.238
C 0.567 -1.094 -0.617  0.466
C 0.305 -0.591 -1.761  -0.675
H 1.431 -2.579 0.629  0.314
H -0.121 -2.995 -0.136  0.356
H -0.078 -1.870 1.235  0.283
H 2.385 -0.517 0.104  0.489
H 2.424 1.140 0.310  0.432
H 1.641 0.075 1.581  0.346
H -0.188 -1.105 -2.577  0.337
H 0.367 0.562 -1.815  0.352

Its energy relative to the best compared isomer or geometry (same formula, charge and spin) is 122.68 kcal per mole. As for the HOMO-LUMO gap: 8.80 eV. Its molecular weight is 128.17 g/mol.

A 2-piece molecular cluster, CH3IO3P overall. Source: the OMol25 dataset; level of theory: wB97M-V/def2-TZVPD.

Last column: Mulliken charge in e.
Cartesian coordinates (Å):
C 0.403 -0.447 -0.029  -0.601
O -1.269 -3.786 0.706  -0.535
O -0.566 -2.654 -1.490  -0.537
O -0.243 -1.412 0.731  -0.208
P -1.004 -2.553 -0.076  0.953
I -4.045 1.087 0.250  -0.934
H 0.120 0.456 0.534  0.222
H 0.030 -0.568 -0.981  0.359
H 1.372 -0.775 -0.005  0.280

Its energy relative to the best compared isomer or geometry (same formula, charge and spin) is 40.98 kcal per mole. Its charge is -1. As for the HOMO-LUMO gap: 5.23 eV. Its molecular weight is 220.91 g/mol.

C11H32O11SV as an isolated structure. Source: the OMol25 dataset; level of theory: wB97M-V/def2-TZVPD.

Last column: Mulliken charge in e.
Cartesian coordinates (Å):
O -0.128 1.434 -1.608  -0.742
V 0.541 0.800 -0.279  1.711
O 1.094 -0.653 -0.671  -0.732
S 1.649 1.464 4.653  1.190
O 0.767 0.945 5.687  -0.697
O 2.990 1.641 5.105  -0.593
O 1.521 0.895 3.355  -0.583
O 1.441 2.887 4.634  -0.595
C -3.151 -0.896 2.222  -0.545
O -2.651 -0.401 0.969  -0.430
H -2.329 -0.986 2.932  0.248
H -3.945 -0.233 2.568  0.242
H -3.536 -1.891 1.999  0.242
H -3.458 -0.218 0.482  0.265
C 3.892 3.582 -2.178  -0.572
O 3.562 2.716 -1.121  -0.433
H 4.669 3.242 -2.862  0.263
H 2.976 3.875 -2.691  0.211
H 4.265 4.511 -1.746  0.266
H 4.325 2.679 -0.540  0.280
C 4.052 -5.590 3.058  -1.266
C 2.735 -5.853 3.668  0.563
C 1.542 -5.375 2.869  -1.223
O 2.525 -7.208 3.932  -0.569
H 4.218 -4.579 2.685  0.353
H 4.158 -6.253 2.199  0.343
H 4.784 -5.824 3.831  0.282
H 2.635 -5.311 4.608  0.215
H 1.419 -5.899 1.921  0.297
H 1.504 -4.290 2.778  0.358
H 0.655 -5.649 3.440  0.316
H 1.868 -7.269 4.630  0.333
C -1.141 -2.654 -7.537  -1.354
C -2.240 -1.892 -6.820  0.654
C -1.677 -0.860 -5.843  -1.277
O -3.079 -1.263 -7.781  -0.560
H -1.568 -3.382 -8.228  0.344
H -0.584 -3.319 -6.877  0.377
H -0.400 -2.078 -8.091  0.332
H -2.855 -2.587 -6.249  0.141
H -2.472 -0.535 -5.173  0.368
H -1.293 0.026 -6.350  0.327
H -0.884 -1.284 -5.227  0.324
H -3.717 -0.802 -7.231  0.325
C -2.927 4.653 2.308  -1.195
C -1.935 5.099 1.238  0.231
C -1.668 6.558 1.459  -1.258
O -0.790 4.283 1.378  -0.484
H -2.650 4.813 3.350  0.379
H -3.172 3.610 2.109  0.254
H -3.842 5.211 2.112  0.383
H -2.227 4.920 0.204  0.323
H -1.557 6.823 2.510  0.314
H -2.570 7.031 1.070  0.370
H -0.824 6.885 0.852  0.349
H -0.517 4.449 2.283  0.336

Its energy relative to the best compared isomer or geometry (same formula, charge and spin) is 202.17 kcal per mole. Its charge is -1. As for the HOMO-LUMO gap: 2.61 eV. Its molecular weight is 423.38 g/mol.

| no. | E_tot (Ha) |
| --- | --- |
| 1 | -3613.853382 |
| 2 | -2802.245108 |
| 3 | -915.432740 |
| 4 | -424.200513 |
| 5 | -904.785451 |
| 6 | -2607.907151 |